<a>
Molecular formula: C2H11N3O2
Method: DFT, the ωB97M-V functional and the def2-TZVPD basis

Geometry as XYZ:
```
18
C2H11N3O2, DFT the ωB97M-V functional and the def2-TZVPD basis
C -1.568 0.835 -1.894
O -0.506 1.360 -1.142
H 0.296 0.571 -0.865
H -2.172 0.113 -1.322
H -2.232 1.645 -2.211
H -1.212 0.317 -2.796
C 0.678 -1.620 -0.002
N 0.882 0.638 1.427
N 1.127 -0.243 -0.076
N -0.397 1.022 1.490
O 1.101 -0.264 2.488
H 1.954 0.012 2.849
H 2.124 -0.169 -0.246
H -0.649 1.465 0.548
H -1.042 0.261 1.714
H 0.734 -2.096 -0.985
H -0.370 -1.628 0.312
H 1.253 -2.218 0.711
```

Calculated values
Frontier orbital gap (eV): 9.5
SMILES: CNN(N)O.CO
E_HOMO (Eh): -0.322

<b>
Molecular formula: C2H11N3O2
Method: DFT, the ωB97M-V functional and the def2-TZVPD basis

Geometry as XYZ:
```
18
C2H11N3O2, DFT the ωB97M-V functional and the def2-TZVPD basis
C -1.904 -0.864 -0.550
N -0.582 -0.259 -0.616
C -0.012 0.533 0.334
N -0.749 0.494 1.556
N 1.022 1.273 0.254
H -2.615 -0.055 -0.334
H -1.963 -1.571 0.275
H -2.173 -1.115 -1.571
H -0.172 -0.052 -1.513
H -0.626 1.166 2.277
H -1.029 -0.440 1.803
H 1.386 1.516 1.160
H 1.828 -3.365 2.024
H 1.396 -2.512 0.778
O 1.400 -2.571 1.737
H -0.160 2.256 -2.650
H 1.052 1.800 -1.747
O 0.666 1.780 -2.639
```

Calculated values
Frontier orbital gap (eV): 9.6
SMILES: [H]/N=C(\N)NC.O.O
E_HOMO (Eh): -0.328

The energy of each structure relative to the most stable one, in kcal/mol, is as follows: <a> 103.7; <b> 0.0.